{"formula": "C43H51F3FeN2OPS2", "method": "ωB97M-V/def2-TZVPD", "elements": ["Fe", "C", "C", "N", "N", "C", "S", "S", "C", "C", "C", "C", "C", "C", "C", "C", "C", "C", "C", "C", "C", "O", "H", "H", "H", "H", "H", "H", "H", "H", "H", "H", "H", "H", "H", "H", "F", "C", "F", "F", "C", "C", "C", "C", "C", "C", "C", "C", "H", "H", "H", "H", "C", "C", "C", "C", "C", "C", "P", "C", "C", "C", "C", "C", "C", "C", "C", "C", "C", "C", "C", "H", "H", "H", "H", "H", "H", "H", "H", "H", "H", "H", "H", "H", "H", "H", "H", "H", "H", "H", "H", "H", "H", "H", "H", "H", "H", "H", "H", "H", "H", "H", "H", "H"], "positions_angstrom": [[-0.764, 1.178, -0.745], [3.143, 1.712, -0.665], [2.146, 2.493, 0.128], [1.588, 1.972, 1.150], [0.890, 2.739, 1.990], [-0.364, 2.766, 2.144], [-1.564, 1.818, 1.280], [-1.073, 3.855, 3.344], [-0.042, 5.384, 3.203], [1.027, 5.523, 4.254], [2.289, 4.955, 4.098], [3.240, 5.066, 5.100], [2.951, 5.760, 6.266], [1.703, 6.338, 6.426], [0.747, 6.218, 5.428], [1.798, 3.850, -0.363], [2.555, 4.977, -0.091], [2.153, 6.217, -0.567], [0.990, 6.312, -1.321], [0.228, 5.192, -1.602], [0.619, 3.929, -1.137], [-0.048, 2.832, -1.420], [3.156, 0.670, -0.355], [4.137, 2.140, -0.510], [2.914, 1.789, -1.729], [-0.780, 6.178, 3.307], [0.356, 5.388, 2.188], [2.516, 4.414, 3.194], [4.209, 4.598, 4.972], [3.696, 5.850, 7.046], [1.466, 6.879, 7.334], [-0.231, 6.665, 5.561], [3.457, 4.878, 0.502], [2.741, 7.098, -0.347], [0.677, 7.275, -1.705], [-0.681, 5.262, -2.187], [-8.656, -3.548, 0.168], [-7.699, -3.954, -0.683], [-8.313, -4.323, -1.827], [-7.160, -5.080, -0.162], [-6.654, -2.910, -0.925], [-5.649, -3.190, -1.844], [-4.635, -2.277, -2.048], [-4.611, -1.070, -1.340], [-5.651, -0.788, -0.449], [-6.664, -1.706, -0.238], [-3.502, -0.179, -1.452], [-2.507, 0.525, -1.488], [-5.667, -4.125, -2.390], [-3.845, -2.499, -2.753], [-5.642, 0.152, 0.085], [-7.457, -1.489, 0.464], [4.714, -2.869, -0.910], [4.414, -1.834, 0.171], [2.897, -1.736, 0.389], [2.118, -1.940, -0.928], [2.960, -1.471, -2.118], [4.197, -2.373, -2.271], [0.439, -1.136, -0.871], [-0.501, -1.952, -2.268], [-0.360, -1.109, -3.548], [-1.162, -1.740, -4.682], [-0.628, -3.145, -5.038], [0.298, -3.698, -3.950], [-0.275, -3.455, -2.555], [-0.384, -1.894, 0.629], [-0.392, -3.429, 0.724], [-0.691, -3.891, 2.162], [-1.651, -2.931, 2.862], [-1.022, -1.529, 3.009], [0.084, -1.308, 1.971], [4.222, -3.808, -0.641], [5.784, -3.072, -0.967], [4.828, -0.868, -0.131], [4.894, -2.111, 1.111], [2.648, -0.773, 0.840], [2.592, -2.505, 1.101], [1.930, -3.007, -1.065], [3.264, -0.434, -1.965], [2.381, -1.503, -3.040], [4.983, -1.814, -2.784], [3.951, -3.232, -2.901], [-1.530, -1.819, -1.930], [0.683, -1.014, -3.855], [-0.728, -0.100, -3.349], [-1.132, -1.090, -5.558], [-2.207, -1.797, -4.369], [-0.082, -3.114, -5.983], [-1.465, -3.832, -5.181], [1.285, -3.236, -4.029], [0.440, -4.771, -4.097], [0.378, -3.918, -1.816], [-1.236, -3.971, -2.479], [-1.419, -1.551, 0.486], [0.567, -3.851, 0.411], [-1.161, -3.823, 0.055], [0.236, -3.949, 2.738], [-1.118, -4.895, 2.135], [-1.917, -3.325, 3.844], [-2.576, -2.870, 2.281], [-0.607, -1.394, 4.010], [-1.791, -0.767, 2.877], [0.993, -1.810, 2.301], [0.314, -0.246, 1.886]], "forces_ev_per_angstrom": [[0.595, 1.676, -0.292], [-0.138, -0.039, 0.093], [-0.134, 0.317, -0.094], [0.233, -1.086, -0.338], [0.021, 1.210, 0.664], [0.406, -0.170, -0.416], [-0.312, -0.444, -0.073], [-0.052, 0.272, 0.080], [-0.030, -0.461, 0.068], [-0.051, -0.033, 0.008], [-0.074, 0.065, 0.048], [0.003, -0.011, -0.051], [0.044, -0.004, 0.054], [-0.054, 0.029, 0.051], [-0.003, -0.033, -0.050], [-0.192, -0.102, 0.043], [-0.078, 0.015, -0.036], [0.077, 0.032, 0.043], [0.050, 0.036, 0.021], [-0.170, -0.344, -0.079], [0.692, 0.637, 0.444], [-0.923, -1.698, -0.170], [0.037, 0.217, 0.030], [0.009, 0.029, -0.036], [0.010, -0.020, -0.008], [0.047, 0.070, -0.071], [0.037, 0.034, 0.015], [-0.020, -0.120, -0.128], [0.011, 0.043, -0.008], [-0.007, -0.010, -0.005], [0.009, 0.011, -0.009], [0.002, 0.005, 0.003], [-0.006, 0.044, 0.011], [-0.015, 0.006, -0.026], [-0.027, 0.001, 0.033], [0.021, 0.017, -0.014], [0.074, -0.011, -0.065], [-0.165, -0.180, 0.009], [0.046, 0.035, 0.098], [-0.055, 0.108, -0.044], [0.069, 0.082, -0.016], [-0.069, 0.028, 0.062], [0.061, 0.024, -0.031], [-0.262, -0.176, 0.121], [0.123, 0.062, -0.043], [-0.052, -0.082, -0.031], [0.226, 0.202, -0.126], [0.253, -0.098, 0.237], [0.035, -0.002, 0.002], [0.041, 0.029, -0.008], [0.008, -0.015, 0.024], [0.008, -0.007, -0.001], [0.024, 0.160, -0.014], [-0.067, -0.194, -0.027], [0.086, -0.014, 0.001], [-0.015, 0.688, 0.007], [0.077, -0.153, -0.097], [-0.028, -0.029, 0.075], [-0.509, -1.088, 0.239], [0.226, 0.358, -0.037], [-0.155, -0.038, 0.017], [0.112, -0.035, 0.001], [0.073, 0.055, 0.057], [-0.156, -0.030, 0.000], [0.185, -0.009, -0.020], [0.185, 0.309, -0.059], [-0.099, 0.006, 0.031], [-0.130, 0.061, -0.021], [0.108, 0.013, 0.032], [0.043, -0.092, -0.073], [-0.185, 0.075, 0.008], [0.048, -0.031, 0.006], [-0.014, -0.061, 0.000], [0.008, 0.011, 0.027], [0.029, 0.080, 0.007], [-0.042, -0.084, 0.106], [-0.007, 0.016, -0.001], [-0.099, 0.023, 0.023], [-0.055, -0.173, -0.117], [0.047, 0.058, 0.010], [-0.001, -0.021, -0.031], [0.017, 0.020, -0.039], [-0.048, 0.042, -0.004], [-0.023, 0.049, 0.026], [0.014, 0.016, -0.058], [-0.067, -0.004, -0.003], [-0.044, 0.023, -0.005], [-0.045, -0.014, -0.026], [0.018, -0.012, -0.023], [0.024, -0.024, 0.013], [0.067, 0.014, -0.016], [-0.102, -0.038, -0.011], [0.014, -0.028, 0.027], [0.013, -0.013, 0.016], [-0.028, 0.000, -0.031], [0.074, -0.048, -0.033], [0.009, -0.049, -0.004], [0.078, -0.033, 0.024], [-0.091, -0.002, -0.027], [-0.015, -0.012, 0.020], [-0.008, -0.020, -0.003], [-0.006, 0.068, 0.023], [0.039, 0.023, -0.049], [0.063, -0.008, 0.038]], "mulliken_charge": [0.523, 0.044, 0.138, -0.264, -0.269, 0.376, -0.509, -0.140, -0.467, 0.351, 0.247, -0.741, -0.375, -0.600, -0.482, 0.446, -0.470, -0.810, -0.519, -0.830, 0.175, -0.669, -0.869, 0.440, 0.383, 0.574, -0.196, 0.335, 0.396, 0.374, 0.365, 0.368, 0.396, 0.411, 0.401, 0.480, -0.281, 0.879, -0.260, -0.257, 0.378, -1.036, -0.106, 0.527, -0.643, -0.746, 0.103, -0.570, 0.404, 0.388, 0.521, 0.473, -0.739, -0.887, -1.242, 0.027, -0.042, -1.078, 1.889, 1.140, -0.697, -0.596, -0.866, -0.847, -0.768, 0.780, -0.478, -0.896, -0.769, -0.811, -0.751, 0.296, 0.487, 0.212, 0.532, 0.193, 0.336, 1.084, -0.021, -0.339, 0.529, 0.251, -0.864, 0.249, 0.317, 0.499, 0.072, 0.358, 0.341, 0.073, 0.524, 0.476, 0.350, 0.151, -0.022, 0.259, 0.301, 0.528, 0.501, 0.279, 0.506, 0.199, 0.431, -0.248], "gap_ev": [8.3, 6.9], "charge": 0, "homo_ev": [-8.11, -8.14], "multiplicity": 6, "e_above_lowest_kj_mol": 92.3, "mol_weight_g_mol": 819.8}